Record 1
12
Properties=species:S:1:pos:R:3:mulliken_charge:R:1 method="wB97M-V/def2-TZVPD" e_homo_ev=-6.23 e_tot_ha=-3765.552055 homo_lumo_gap_ev=4.69 total_charge=0 lumo_energy_ha=-0.05656
O 1.62130 -0.80953 0.89845 -0.3845
C 1.39652 -0.10637 -0.01604 -0.0222
I 2.53598 -0.04578 -1.83792 0.1297
C 0.15605 0.78833 0.13255 -0.3582
P -1.22216 -0.41932 0.12346 0.2185
S -3.10776 0.54038 0.25783 -0.2072
H 0.05765 1.55214 -0.65034 0.4043
H 0.14932 1.27848 1.11719 0.3172
H -1.08961 -1.14622 -1.07984 0.2258
H -0.98326 -1.26242 1.22725 0.2197
H -3.60887 0.24281 -0.97234 0.2100
Br 4.09483 -0.61251 0.79974 -0.7531



Record 2
11
Properties=species:S:1:pos:R:3:mulliken_charge:R:1 method="wB97M-V/def2-TZVPD" e_homo_ev=-14.57 relative_energy_ev=3.094 e_tot_ha=-2817.110425 homo_lumo_gap_ev=8.71 smiles="NCN=[N+]=CBr" total_charge=+1 lumo_energy_ha=-0.21556
N 1.14957 0.96019 0.02015 -0.4565
C 1.19335 -0.32839 0.53096 -0.2366
N 0.01467 -1.11271 0.43670 -0.4986
N -1.05888 -0.82877 0.04559 0.5477
C -1.92403 -0.23876 -0.66753 0.0166
Br -3.55976 0.35272 0.08968 0.0688
H 1.28230 1.70743 0.71711 0.2416
H 1.45877 1.18186 -0.99606 0.2626
H 1.50889 -0.35003 1.57782 0.3654
H 1.78320 -1.03573 -0.03274 0.2998
H -1.84807 -0.30779 -1.72168 0.3892



Record 3
10
Properties=species:S:1:pos:R:3:mulliken_charge:R:1 method="wB97M-V/def2-TZVPD" e_homo_ev=-13.02 relative_energy_ev=3.125 e_tot_ha=-2782.821696 homo_lumo_gap_ev=7.75 total_charge=+1 lumo_energy_ha=-0.19390
C -2.41032 0.69469 0.25036 0.0629
C 1.48461 0.09598 -0.40636 -0.3057
N 2.15926 -0.73763 0.32795 -0.2369
O -3.62301 0.35863 0.08702 -0.2303
Br -1.22229 -0.62305 -0.59870 -0.0625
H 1.45654 0.96810 0.16716 0.3121
H 1.54070 0.18522 -1.44084 0.4589
H 2.75767 -1.52123 0.04238 0.2795
H -4.32495 0.98750 0.23823 0.4209
H 2.18180 -0.40821 1.33280 0.3011



Record 4
9
Properties=species:S:1:pos:R:3:mulliken_charge:R:1 method="wB97M-V/def2-TZVPD" e_homo_ev="-10.47 / -7.28" relative_energy_ev=4.556 e_tot_ha=-2728.278658 homo_lumo_gap_ev="11.00 / 6.24" total_charge=0 lumo_energy_ha="0.01977 / -0.03803"
C -0.22132 0.52970 0.69235 -0.8965
C 0.68204 -0.44826 0.19981 0.2362
O 0.30757 -1.69788 0.21494 -0.4433
Br 2.56488 0.09790 0.07244 -0.1741
H 0.05384 1.53272 0.32630 0.3272
H -1.22183 0.21266 0.49304 0.2777
H -0.04158 0.50599 1.85092 0.2596
H 0.40171 -0.41715 -2.50125 -0.0025
H 0.49204 -2.14503 -0.65436 0.4157



Record 5
11
Properties=species:S:1:pos:R:3:mulliken_charge:R:1 method="wB97M-V/def2-TZVPD" e_homo_ev=-4.53 relative_energy_ev=1.899 e_tot_ha=-3145.163149 homo_lumo_gap_ev=8.05 total_charge=-1 lumo_energy_ha=0.12929
C -0.10285 0.48511 0.24895 -0.5538
C 0.45866 -0.71642 -0.46271 -0.8213
O 3.40640 -1.80252 -1.08930 -0.5992
O 3.03650 -1.56363 1.45652 -0.6252
P 2.82582 -1.10075 0.04934 0.7818
Br 3.45798 1.10070 0.07776 -0.3774
H -0.29081 0.37027 1.32716 0.2579
H 0.78200 1.16142 0.29269 0.0687
H -0.84683 1.07740 -0.34971 0.2722
H 0.46245 -0.60090 -1.57284 0.2673
H -0.15343 -1.56228 -0.22468 0.3289



Record 6
9
Properties=species:S:1:pos:R:3:mulliken_charge:R:1 method="wB97M-V/def2-TZVPD" e_homo_ev=-9.49 relative_energy_ev=0.718 e_tot_ha=-3051.358445 homo_lumo_gap_ev=10.01 smiles=C[C@H](S)Br total_charge=0 lumo_energy_ha=0.01904
C -0.44324 0.04044 -0.85065 -1.3880
C -0.04664 0.34276 0.49559 -0.0469
S 1.74372 0.00812 0.79742 -0.1608
Br -1.29607 -0.43344 2.00032 -0.1667
H -0.56679 -0.96196 -1.02617 0.4389
H -1.36899 0.31808 -1.18356 0.4437
H 0.29507 0.43772 -1.45160 0.4015
H -0.18545 1.52482 0.88568 0.3313
H 1.86839 -1.27654 0.33298 0.1469



Record 7
10
Properties=species:S:1:pos:R:3:mulliken_charge:R:1 method="wB97M-V/def2-TZVPD" e_homo_ev="-7.60 / -9.02" multiplicity=3 relative_energy_ev=1.655 e_tot_ha=-3449.407398 homo_lumo_gap_ev="8.28 / 7.17" total_charge=0 lumo_energy_ha="0.02513 / -0.06776"
C 1.14910 -0.72893 -0.13913 -0.7155
C -2.38815 1.13002 1.46995 0.0080
S -0.23166 0.11926 -1.12040 -0.1392
S -3.50436 -0.10560 1.37931 -0.0937
Br -1.67038 1.47506 3.13200 -0.0501
H 0.53640 -1.50861 0.41227 0.2485
H 1.97476 -1.25242 -0.87883 0.2760
H 1.54962 0.11221 0.46925 0.2596
H -0.73923 0.36949 0.15345 0.0491
H -3.34725 -0.04634 0.06016 0.1574



Record 8
9
Properties=species:S:1:pos:R:3:mulliken_charge:R:1 method="wB97M-V/def2-TZVPD" e_homo_ev="-6.25 / -10.77" multiplicity=3 relative_energy_ev=1.976 e_tot_ha=-2942.490363 homo_lumo_gap_ev="6.68 / 7.88" total_charge=0 lumo_energy_ha="0.01565 / -0.10607"
C 0.51482 0.45998 0.04205 -0.2396
C 1.44065 -0.52835 -0.10082 -0.4896
Si -1.40338 0.08022 0.05778 0.3036
Br 3.40849 -0.08381 -0.09531 -0.1547
H 0.81240 1.58260 0.24182 0.3419
H 1.10512 -1.50260 -0.31080 0.4484
H -1.97359 0.12298 1.56317 -0.0502
H -1.71364 -1.27642 -0.53021 -0.1014
H -2.19087 1.14540 -0.86768 -0.0583



Record 9
10
Properties=species:S:1:pos:R:3:mulliken_charge:R:1 method="wB97M-V/def2-TZVPD" e_homo_ev=-10.07 relative_energy_ev=0.000 e_tot_ha=-1054.333033 homo_lumo_gap_ev=10.84 smiles=CC(N)(Cl)Cl total_charge=0 lumo_energy_ha=0.02839
C 0.98434 0.04026 -0.65561 -1.0299
C -0.13337 0.27651 0.34477 0.5443
N -0.89552 -0.88807 0.58330 -0.5704
Cl 0.69043 0.87042 1.76979 -0.1677
Cl -1.47665 1.60374 -0.17667 -0.2633
H 1.27674 1.07599 -0.99918 0.3115
H 1.82168 -0.46076 -0.10978 0.3096
H 0.62486 -0.55505 -1.52249 0.3316
H -1.64244 -0.75164 1.18446 0.2576
H -1.25009 -1.21140 -0.41860 0.2766



Record 10
11
Properties=species:S:1:pos:R:3:mulliken_charge:R:1 method="wB97M-V/def2-TZVPD" e_homo_ev=-14.46 relative_energy_ev=1.398 e_tot_ha=-1108.793143 homo_lumo_gap_ev=9.20 total_charge=+1 lumo_energy_ha=-0.19339
C 1.50686 0.68689 0.03177 0.1666
C -1.82908 -0.48773 0.37930 0.0331
N 1.36729 0.43581 -1.25230 -0.2667
N -0.67185 -0.81969 0.61855 -0.3602
Cl 1.22968 2.19185 0.69230 0.0190
Cl -3.18833 -1.29945 1.04475 -0.1173
H 1.95234 -0.13763 0.65526 0.3432
H -2.08837 0.34694 -0.28932 0.2848
H 1.49647 -0.62696 -1.41012 0.3382
H 0.83624 1.08449 -1.96510 0.3254
H -0.61124 -1.37452 1.49491 0.2339



Record 11
14
Properties=species:S:1:pos:R:3:mulliken_charge:R:1 method="wB97M-V/def2-TZVPD" e_homo_ev=-9.62 relative_energy_ev=1.038 e_tot_ha=-2298.000701 homo_lumo_gap_ev=8.66 smiles="C=[S@@](=O)(Cl)O[Si](C)(Cl)Cl" total_charge=0 lumo_energy_ha=-0.03523
C -1.43039 0.03204 2.33748 -0.7581
S -1.33463 0.08639 0.65838 0.8941
O -1.37491 -1.18290 0.00586 -0.5624
Cl -2.23485 1.44654 -0.76510 -0.2631
O 0.08224 0.69429 0.44416 -0.0718
Si 1.48596 0.07905 -0.14663 0.5902
C 1.07534 -0.35373 -1.93977 -0.8859
Cl 1.96002 -1.43341 1.12890 -0.2239
Cl 2.67456 1.67041 -0.15858 -0.2223
H -2.11690 -0.68553 2.63242 0.3597
H -1.71698 1.05337 2.72200 0.2758
H 1.80988 -1.04415 -2.41447 0.3209
H 0.04961 -0.84253 -1.92413 0.2404
H 1.07104 0.48016 -2.58053 0.3064



Record 12
10
Properties=species:S:1:pos:R:3:mulliken_charge:R:1 method="wB97M-V/def2-TZVPD" e_homo_ev=-10.05 relative_energy_ev=0.218 e_tot_ha=-694.001965 homo_lumo_gap_ev=10.95 smiles=NC[C@@H](F)Cl total_charge=0 lumo_energy_ha=0.03288
N -0.09676 0.28513 1.31539 -0.4999
C -0.23311 -0.50741 0.15358 -0.4073
C 0.36196 0.25815 -1.00340 0.0837
F -0.04915 -0.34683 -2.19193 -0.2483
Cl -0.22360 1.97431 -1.09064 -0.1869
H -0.85403 0.08675 1.94809 0.2195
H 0.69850 0.04258 1.80510 0.1957
H 0.25278 -1.53354 0.08489 0.2529
H -1.30409 -0.68376 -0.04819 0.3232
H 1.44750 0.42461 -0.97289 0.2674



Record 13
10
Properties=species:S:1:pos:R:3:mulliken_charge:R:1 method="wB97M-V/def2-TZVPD" e_homo_ev="-7.74 / -7.86" relative_energy_ev=3.240 e_tot_ha=-693.890925 homo_lumo_gap_ev="8.38 / 8.62" total_charge=0 lumo_energy_ha="0.02349 / 0.02804"
C 0.43383 0.21562 -1.51690 -0.6142
C 0.04033 -0.86634 0.71402 0.0689
N -0.68332 0.11241 1.42733 -0.4599
F 1.30051 -1.04967 1.13694 -0.2333
Cl -0.42652 1.74488 -1.40433 -0.2107
H 0.14649 -0.32657 -2.29329 0.3769
H 1.42744 0.52658 -1.28122 0.2639
H -0.36834 -1.78894 0.55400 0.2832
H -1.57939 0.40805 1.09473 0.2594
H -0.29104 1.02399 1.56871 0.2657



Record 14
13
Properties=species:S:1:pos:R:3:mulliken_charge:R:1 method="wB97M-V/def2-TZVPD" e_homo_ev=-9.67 relative_energy_ev=0.587 e_tot_ha=-874.604425 homo_lumo_gap_ev=10.35 smiles="NC(=O)N(Cl)C(O)O" total_charge=0 lumo_energy_ha=0.02510
N -2.01946 -1.30554 -0.18058 -0.5055
C -1.16315 -0.23317 -0.08143 0.5946
O -1.47742 0.90290 0.10450 -0.6099
N 0.21308 -0.43943 -0.19399 -0.1122
Cl 0.89816 -1.98343 -0.00927 -0.1063
C 1.13455 0.62129 0.30045 0.2637
O 2.38987 0.38662 0.01381 -0.5244
O 0.85402 1.76446 -0.44238 -0.6022
H -1.64609 -2.12778 0.29174 0.2527
H -2.93489 -1.11888 0.24318 0.2992
H 1.08640 0.60080 1.34999 0.3639
H 2.70803 0.76074 -0.82908 0.3275
H -0.04310 2.17140 -0.56694 0.3589



Record 15
11
Properties=species:S:1:pos:R:3:mulliken_charge:R:1 method="wB97M-V/def2-TZVPD" e_homo_ev="-4.48 / -3.16" relative_energy_ev=2.985 e_tot_ha=-1031.269647 homo_lumo_gap_ev="8.07 / 6.92" total_charge=-1 lumo_energy_ha="0.13185 / 0.13832"
C -0.14049 -0.38075 -0.82553 -0.6705
C 0.49846 -0.50907 0.48494 -0.8722
O 3.99428 1.08386 1.51680 -0.5826
O 3.53841 1.60289 -0.97322 -0.5863
P 3.41839 0.64994 0.19694 0.5729
Cl 4.11588 -1.21222 -0.33507 -0.2921
H -1.21451 -0.61743 -0.68103 0.2594
H 0.14734 0.57652 -1.20232 0.2581
H 0.29704 -0.93545 -1.67353 0.2653
H 0.59620 -1.31191 1.23223 0.3315
H 0.16577 0.29924 1.11190 0.3165



Record 16
10
Properties=species:S:1:pos:R:3:mulliken_charge:R:1 method="wB97M-V/def2-TZVPD" e_homo_ev="-9.19 / -9.17" relative_energy_ev=4.611 e_tot_ha=-1012.639055 homo_lumo_gap_ev="6.06 / 6.03" total_charge=0 lumo_energy_ha="-0.11490 / -0.11571"
C -1.17233 0.54400 -0.18563 -0.9352
C -0.35765 -0.75758 0.27373 -0.2902
O 0.87096 -0.94512 -0.20894 -0.4185
S 2.56492 1.02495 0.48617 0.1450
Cl 3.81625 -0.27413 -0.16966 -0.0075
H -0.80425 1.51458 0.26648 0.2364
H -1.09502 0.68642 -1.32784 0.2581
H -2.20533 0.48692 -0.12846 0.4137
H -1.08029 -1.40310 -0.27589 0.2336
H -0.53727 -0.87693 1.27004 0.3645



Record 17
9
Properties=species:S:1:pos:R:3:mulliken_charge:R:1 method="wB97M-V/def2-TZVPD" e_homo_ev=-8.22 relative_energy_ev=2.697 e_tot_ha=-937.459110 homo_lumo_gap_ev=6.60 total_charge=0 lumo_energy_ha=-0.05963
C 0.52977 -1.42763 0.99978 -0.7031
C -0.43176 1.52280 -1.22936 -0.4642
S -0.57506 -0.02995 1.24422 -0.2124
Cl -1.74481 2.54127 -1.18897 -0.0376
H 0.39828 -1.83050 -0.00140 0.2280
H 0.25602 -2.18296 1.73314 0.2678
H 1.56001 -1.11669 1.15257 0.2481
H -0.51178 0.61692 -1.79883 0.3194
H 0.51933 1.90674 -0.91115 0.3539



Record 18
10
Properties=species:S:1:pos:R:3:mulliken_charge:R:1 method="wB97M-V/def2-TZVPD" e_homo_ev="-7.61 / -7.83" multiplicity=9 relative_energy_ev=0.000 e_tot_ha=-939.858717 homo_lumo_gap_ev="6.67 / 6.89" total_charge=0 lumo_energy_ha="-0.03439 / -0.03468"
C 0.06886 -0.44876 0.31778 -0.3999
C -0.19817 -0.37687 -1.19599 -0.2597
O -1.10392 0.64001 -1.51416 -0.7921
Eu -0.99069 2.32478 -0.17179 1.2900
H -0.81260 -0.88169 0.82484 0.2115
H 0.92362 -1.11652 0.52190 0.2954
H -0.56819 -1.36865 -1.52328 0.2713
H 0.77319 -0.21628 -1.71095 0.1906
O 0.34764 0.84038 0.84252 -0.8289
H 1.56026 0.60361 3.60914 0.0219



Record 19
10
Properties=species:S:1:pos:R:3:mulliken_charge:R:1 method="wB97M-V/def2-TZVPD" e_homo_ev=-9.65 relative_energy_ev=2.129 e_tot_ha=-333.623607 homo_lumo_gap_ev=10.60 smiles="C=C(F)F.N" total_charge=0 lumo_energy_ha=0.03488
C -0.32195 -1.53552 0.40819 -0.5326
C 0.58131 -0.81795 0.99887 0.5252
F 1.50052 -0.06641 0.48356 -0.2246
F 0.83822 -0.71471 2.30040 -0.2371
H -0.64409 -1.19210 -0.70025 0.1601
H -0.84470 -2.27274 0.95009 0.3088
N -0.40012 1.39899 -0.97508 -0.6639
H -0.01066 2.15753 -0.48642 0.2125
H -1.14633 1.92976 -1.33524 0.1949
H 0.44780 1.11315 -1.64412 0.2569



Record 20
11
Properties=species:S:1:pos:R:3:mulliken_charge:R:1 method="wB97M-V/def2-TZVPD" e_homo_ev="-9.61 / -9.61" relative_energy_ev=6.721 e_tot_ha=-695.390057 homo_lumo_gap_ev="9.81 / 9.81" total_charge=0 lumo_energy_ha="0.00725 / 0.00726"
C -1.74195 0.48432 -0.02873 -0.6575
C 1.20484 0.28598 -0.02611 0.7160
O -0.67051 -0.36919 -0.06621 -0.4986
F 1.37744 1.11266 1.03729 -0.1904
F 1.26962 1.03305 -1.11231 -0.1823
P 2.21176 -1.21789 -0.03332 -0.1346
H -2.71301 -0.06154 -0.33228 0.2314
H -1.77667 1.23902 -0.82024 0.2662
H -1.90928 0.95213 0.90269 0.2889
H 1.71686 -1.53409 1.09159 0.0453
H 1.03091 -1.92446 -0.61237 0.1156



Number 1: F_max 2.7 eV Å⁻¹. Number 2: F_max 3.8 eV Å⁻¹. Number 3: F_max 3.1 eV Å⁻¹. Number 4: F_max 3.4 eV Å⁻¹. Number 5: F_max 3.5 eV Å⁻¹. Number 6: F_max 5.6 eV Å⁻¹. Number 7: F_max 3.4 eV Å⁻¹. Number 8: F_max 9.1 eV Å⁻¹. Number 9: F_max 4.6 eV Å⁻¹. Number 10: F_max 3.1 eV Å⁻¹. Number 11: F_max 3.4 eV Å⁻¹. Number 12: F_max 2.5 eV Å⁻¹. Number 13: F_max 6.3 eV Å⁻¹. Number 14: F_max 3.8 eV Å⁻¹. Number 15: F_max 2.6 eV Å⁻¹. Number 16: F_max 4.5 eV Å⁻¹. Number 17: F_max 2.7 eV Å⁻¹. Number 18: F_max 1.0 eV Å⁻¹. Number 19: F_max 3.9 eV Å⁻¹. Number 20: F_max 4.5 eV Å⁻¹.